Entry 1:
69
Properties=species:S:1:pos:R:3:forces:R:3:nbo_charge:R:1 method="wB97M-V/def2-TZVPD" lumo_ev=0.60 e_above_lowest_kcal_mol=2.1 smiles="CCC(=O)OCC[C@@H]1CCOC1=O.CCOC(C)=O.CCOC(C)=O.CCOC(C)=O" homo_lumo_gap_ha=0.390
C -1.1165 -4.6286 0.0084 0.04 0.04 0.12 -0.60
C -1.7800 -3.7761 -1.0829 -0.26 -0.24 -0.13 -0.52
C -1.9455 -2.3215 -0.7186 0.21 -0.19 -0.08 0.82
O -3.0015 -1.7650 -0.6564 -0.34 0.11 0.10 -0.56
O -0.7836 -1.6302 -0.5440 0.25 -0.12 0.10 -0.56
C -0.2190 -1.5947 0.7803 0.02 0.18 0.14 -0.06
C 0.1381 -0.1480 1.0885 -0.06 0.09 0.11 -0.40
C 1.0216 0.0076 2.3471 0.22 -0.18 0.02 -0.37
C 0.8000 -0.9123 3.5657 -0.04 0.10 0.39 -0.43
C 0.0196 0.0109 4.4995 -0.27 -0.07 -0.01 -0.07
O 0.5881 1.3219 4.2698 -0.30 -0.18 -0.09 -0.50
C 0.8609 1.3980 2.9435 0.00 -0.20 0.06 0.81
O 0.9456 2.4406 2.3646 0.16 0.25 -0.02 -0.59
H -1.6073 -4.4925 0.9821 0.07 -0.04 -0.25 0.21
H -1.2014 -5.6877 -0.2580 0.09 0.21 0.05 0.22
H -0.0541 -4.3864 0.1279 -0.23 -0.06 -0.05 0.21
H -2.7841 -4.1611 -1.3075 0.29 0.10 0.06 0.22
H -1.1833 -3.8264 -2.0032 -0.08 0.05 0.17 0.23
H 0.6728 -2.2346 0.8072 -0.14 0.11 -0.02 0.19
H -0.9496 -1.9777 1.5093 0.16 0.06 -0.22 0.17
H 0.6809 0.2584 0.2241 -0.13 -0.12 0.24 0.24
H -0.7880 0.4375 1.1841 0.16 -0.19 -0.03 0.21
H 2.0730 -0.0435 2.0584 -0.05 -0.13 -0.17 0.28
H 1.7638 -1.1737 4.0222 -0.19 0.12 -0.22 0.24
H 0.2720 -1.8550 3.4021 0.01 0.19 -0.21 0.22
H -1.0394 0.0657 4.1986 0.20 -0.07 0.16 0.17
H 0.0613 -0.2231 5.5670 0.21 0.12 -0.25 0.20
C 6.2448 1.2614 1.3913 0.00 -0.07 -0.02 -0.64
C 5.2038 1.2437 2.4874 -0.01 0.05 -0.03 -0.07
O 4.4338 0.0293 2.4806 -0.14 -0.04 0.13 -0.51
C 4.8222 -1.0928 3.1153 -0.01 -0.14 -0.05 0.81
C 6.2084 -1.1591 3.7032 0.00 -0.04 0.11 -0.74
O 4.0636 -2.0290 3.1560 0.08 0.28 -0.03 -0.59
H 6.9940 0.4811 1.5352 -0.01 0.04 0.01 0.20
H 6.7551 2.2254 1.3814 -0.01 0.00 0.01 0.22
H 5.7675 1.1106 0.4246 -0.03 0.00 -0.04 0.24
H 5.6390 1.4095 3.4733 -0.02 0.00 -0.01 0.17
H 4.4625 2.0256 2.3267 0.00 -0.02 -0.02 0.20
H 6.8886 -1.5167 2.9295 0.02 0.01 0.00 0.25
H 6.1942 -1.8858 4.5105 0.01 -0.03 -0.04 0.25
H 6.5803 -0.2098 4.0771 0.02 -0.01 -0.02 0.22
C 0.5457 4.0846 -3.1316 0.07 -0.02 0.00 -0.64
C 0.1731 2.8416 -2.3524 -0.03 0.03 -0.02 -0.07
O 1.2763 1.9356 -2.2154 -0.05 -0.04 0.05 -0.51
C 2.1837 2.0437 -1.2239 0.05 -0.05 0.03 0.80
C 2.2058 3.2770 -0.3568 0.02 -0.01 0.06 -0.74
O 2.9740 1.1463 -1.0809 0.02 0.09 0.01 -0.59
H 1.2978 4.6759 -2.6092 -0.02 0.00 0.01 0.21
H -0.3357 4.7094 -3.2799 -0.01 0.00 0.00 0.22
H 0.9446 3.8100 -4.1081 -0.01 0.01 0.00 0.22
H -0.2456 3.0821 -1.3751 0.01 -0.01 0.01 0.18
H -0.5775 2.2645 -2.8903 0.01 0.00 -0.01 0.20
H 2.8676 4.0170 -0.8096 -0.02 -0.02 -0.07 0.24
H 2.6080 2.9886 0.6078 0.04 0.02 0.00 0.26
H 1.2338 3.7282 -0.1863 -0.01 0.02 -0.04 0.23
C -4.6488 -0.3112 -3.2390 0.00 0.06 -0.09 -0.64
C -5.9524 -0.4860 -2.4937 0.05 -0.01 0.03 -0.07
O -6.9406 0.4808 -2.8809 -0.08 -0.05 0.02 -0.51
C -7.7537 0.3116 -3.9439 0.02 0.09 -0.02 0.80
C -7.4986 -0.8293 -4.9028 -0.07 -0.04 0.05 -0.74
O -8.6335 1.1089 -4.1258 0.06 -0.06 0.00 -0.57
H -4.7653 -0.4827 -4.3100 -0.01 -0.03 0.02 0.20
H -3.9114 -1.0111 -2.8488 0.00 0.01 0.01 0.23
H -4.2711 0.7015 -3.0966 0.01 -0.01 0.01 0.22
H -6.3477 -1.4970 -2.5950 -0.01 0.00 -0.01 0.17
H -5.8031 -0.3072 -1.4307 0.01 0.01 -0.01 0.21
H -6.7955 -0.4850 -5.6618 0.01 -0.01 0.00 0.24
H -8.4391 -1.0690 -5.3907 0.01 0.04 -0.02 0.25
H -7.0934 -1.7244 -4.4402 0.03 0.00 0.00 0.22

***

Entry 2:
66
Properties=species:S:1:pos:R:3:forces:R:3:nbo_charge:R:1 method="wB97M-V/def2-TZVPD" lumo_ev=0.03 e_above_lowest_kcal_mol=0.0 homo_lumo_gap_ha=0.275
Pt -0.4936 -0.1424 -0.2430 -0.69 0.50 -0.02 0.70
C -1.7746 2.8892 1.2524 -0.04 0.09 0.00 -0.54
C -2.2794 2.8613 -0.1875 0.03 -0.09 0.14 -0.55
S -1.8151 1.4642 -1.2627 0.24 -0.54 -0.15 0.43
C -3.3350 0.4814 -1.3704 -0.08 0.09 0.01 -0.55
C -3.7313 -0.1881 -0.0696 -0.05 -0.03 -0.01 -0.57
S -2.3441 -1.2045 0.5467 0.15 0.16 0.05 0.45
C -2.3192 -0.8607 2.3323 0.03 -0.14 0.02 -0.54
C -1.6866 0.4528 2.7658 -0.01 -0.03 -0.16 -0.54
S -2.7046 1.9347 2.4841 0.06 -0.04 0.01 0.18
H -1.8798 3.9224 1.5891 0.06 0.01 0.01 0.24
H -0.7137 2.6448 1.3154 -0.03 -0.08 -0.04 0.25
H -1.8771 3.7275 -0.7149 0.00 0.01 0.03 0.24
H -3.3675 2.9342 -0.2191 0.00 0.01 -0.01 0.23
H -3.0963 -0.2636 -2.1314 -0.01 0.02 -0.03 0.25
H -4.1443 1.1036 -1.7562 0.01 0.03 0.04 0.24
H -4.5810 -0.8505 -0.2391 0.02 -0.02 0.02 0.24
H -3.9976 0.5398 0.6932 0.04 0.02 -0.01 0.25
H -1.7121 -1.6859 2.7116 -0.02 0.03 0.01 0.26
H -3.3368 -0.9886 2.7042 0.00 0.01 0.02 0.23
H -0.7460 0.5874 2.2348 0.07 -0.03 0.08 0.26
H -1.4555 0.3975 3.8301 -0.12 0.03 0.02 0.24
C 2.8478 -3.1035 1.1948 0.05 -0.03 0.02 -1.15
Si 1.1174 -2.9862 0.4921 -0.07 0.05 0.08 1.93
C 1.1533 -3.4423 -1.3176 0.01 0.01 -0.06 -1.16
C 0.0322 -4.2461 1.3739 -0.01 -0.01 0.00 -1.15
O 0.5022 -1.5029 0.7954 0.31 -0.08 -0.08 -1.24
H 3.1010 -4.1356 1.4501 0.00 -0.01 0.00 0.23
H 2.9373 -2.5003 2.1014 0.00 -0.02 0.03 0.23
H 3.5860 -2.7367 0.4786 -0.08 -0.04 0.06 0.25
H 1.4826 -4.4790 -1.4293 0.00 -0.02 -0.01 0.23
H 1.8462 -2.8050 -1.8723 -0.08 -0.07 0.05 0.25
H 0.1625 -3.3556 -1.7713 -0.01 0.00 0.00 0.23
H 0.4574 -5.2513 1.3101 -0.02 0.00 0.00 0.23
H -0.9682 -4.2790 0.9333 -0.01 0.01 0.00 0.22
H -0.0741 -3.9981 2.4332 0.01 0.00 0.02 0.22
C 1.2942 1.4866 -3.9309 0.05 0.02 -0.01 -0.60
C 1.4828 -0.0182 -3.7299 -0.03 -0.08 -0.01 -0.23
C 0.1401 -0.7483 -3.7030 -0.05 0.01 0.01 -0.60
C 2.4049 -0.3308 -2.5614 0.11 0.05 -0.09 -0.07
C 3.5422 -1.0927 -2.8137 0.08 0.14 -0.03 -0.21
C 4.5259 -1.2684 -1.8549 -0.01 0.02 -0.02 -0.25
C 4.4026 -0.6036 -0.6455 0.03 0.03 -0.05 -0.21
C 3.2802 0.1566 -0.3393 -0.01 0.07 0.01 -0.05
C 3.3439 1.0450 0.8949 0.01 0.00 -0.02 -0.23
C 2.2315 0.9198 1.9321 -0.02 -0.10 0.03 -0.59
C 3.4820 2.5076 0.4529 -0.01 -0.02 0.01 -0.60
C 2.2276 0.2135 -1.2752 -0.11 -0.11 0.15 0.31
O 1.0828 0.8626 -0.9690 0.32 0.23 -0.01 -0.83
H 0.7672 1.6755 -4.8697 0.00 0.01 0.01 0.20
H 2.2603 1.9930 -3.9745 0.00 -0.01 -0.01 0.21
H 0.7260 1.9239 -3.1140 -0.05 0.01 0.06 0.22
H 2.0149 -0.3803 -4.6159 -0.01 -0.02 0.01 0.20
H -0.4044 -0.5406 -2.7792 0.02 -0.01 -0.06 0.20
H 0.2753 -1.8268 -3.7706 0.02 -0.07 0.02 0.21
H -0.4780 -0.4290 -4.5467 0.00 -0.01 0.00 0.20
H 3.6701 -1.5259 -3.8001 -0.01 -0.02 0.00 0.20
H 5.4018 -1.8680 -2.0671 0.00 -0.01 0.00 0.21
H 5.2040 -0.6638 0.0832 0.00 0.00 0.00 0.20
H 4.2742 0.7674 1.4014 0.00 0.01 -0.01 0.20
H 1.2951 1.3110 1.5365 -0.05 0.02 -0.05 0.19
H 2.4995 1.5046 2.8167 -0.01 -0.01 0.00 0.20
H 2.0584 -0.1150 2.2279 -0.01 0.03 -0.04 0.23
H 2.5743 2.8252 -0.0635 -0.01 0.00 -0.01 0.21
H 4.3242 2.6347 -0.2290 0.00 0.00 0.01 0.21
H 3.6364 3.1588 1.3170 -0.01 0.00 0.00 0.20

***

Entry 3:
89
Properties=species:S:1:pos:R:3:forces:R:3:mulliken_charge:R:1 method="wB97M-V/def2-TZVPD" lumo_ev=-10.14 homo_lumo_gap_ha=0.091 total_charge=+2
C 7.0895 -1.8251 -1.4895 -1.02 0.41 -0.23 -1.08
C 6.3583 -0.8482 -2.4917 2.20 -1.22 0.16 -0.17
O 4.9141 -0.9413 -2.2886 -2.03 0.86 -0.47 -0.06
P 4.0585 0.1991 -3.1087 3.73 2.43 0.11 0.70
O 5.0045 0.9476 -3.9715 -1.23 -0.73 -0.01 -0.78
C 2.7913 -0.5301 -4.2710 -0.97 -0.21 0.51 -0.86
C 1.7257 -1.4914 -3.6121 -0.74 -0.80 0.36 -0.78
C 2.3048 -2.5082 -2.5708 -1.21 -0.36 -1.86 0.42
O 2.3357 -1.9877 -1.2416 0.77 -1.84 -0.85 -0.20
S 2.5371 -3.3093 -0.2597 0.19 1.38 2.72 0.97
O 3.8705 -3.6521 0.0805 -0.80 0.02 -1.44 -0.51
O 1.6478 -2.9986 0.8214 0.00 -0.76 -1.27 -0.51
O 1.9071 -4.4399 -1.3205 -0.25 0.90 -0.96 -0.37
C 1.3560 -3.7659 -2.4371 2.68 0.71 1.37 0.00
O 0.0789 -3.1911 -1.9343 -2.47 -0.51 -1.28 -0.06
C -0.6233 -4.1480 -1.2236 1.82 3.01 -1.97 0.01
N -0.8551 -4.9656 -0.4754 -1.09 -1.58 1.21 -0.20
O 3.4765 1.2782 -1.9966 -0.87 -2.45 -1.50 -0.37
C 2.0377 1.4045 -1.9742 -0.80 1.48 1.84 0.62
C 1.7142 2.6849 -1.0848 0.57 -0.15 -0.76 -0.99
H 8.2124 -1.7036 -1.5827 -1.86 -0.70 -0.21 0.38
H 6.8035 -1.4494 -0.4714 0.42 -0.69 -0.75 0.24
H 6.7597 -2.8870 -1.6179 0.31 0.86 0.06 0.29
H 6.7746 0.1655 -2.2703 -0.86 -0.68 -0.51 0.27
H 6.5613 -1.1638 -3.5438 -0.08 0.59 0.82 0.24
H 2.2439 0.3146 -4.7542 0.54 -0.55 0.45 0.39
H 3.3728 -1.0661 -5.0674 -0.39 0.40 0.90 0.44
H 0.8777 -0.8300 -3.1779 1.03 0.30 0.00 0.62
H 1.2489 -2.0919 -4.4752 0.39 0.14 0.38 0.43
H 3.2795 -2.8763 -2.9761 -0.44 0.31 0.70 0.34
H 1.2365 -4.3707 -3.3662 -0.07 0.01 1.09 0.53
H 1.5725 1.5825 -2.9662 0.53 -0.53 0.59 0.24
H 1.5981 0.5287 -1.4240 0.31 0.49 -0.78 -0.19
H 1.4374 3.5303 -1.7580 -0.01 -0.63 0.66 0.36
H 2.6511 3.0134 -0.5616 -0.94 -0.50 -0.23 0.33
H 0.8895 2.4581 -0.3702 0.63 0.32 -0.52 -0.06
O 0.1798 4.7573 2.1258 0.25 -0.27 1.02 -0.60
C -0.8154 4.0578 1.9785 -1.26 0.16 -0.51 0.94
O -1.9832 4.6021 1.7245 0.86 0.28 -0.18 -0.29
C -3.1647 3.8607 1.3398 -0.76 -0.39 0.03 -0.29
C -3.9197 3.3609 2.5533 0.29 0.03 0.25 -0.62
C -0.7030 2.5817 2.1955 0.06 -0.49 -0.90 -1.02
H -2.9125 3.0593 0.6425 0.18 0.04 0.06 0.24
H -3.7920 4.5609 0.7897 0.29 0.14 0.03 0.31
H -3.3180 2.6650 3.1439 -0.08 -0.10 -0.06 0.25
H -4.8359 2.8534 2.2506 0.02 0.05 -0.07 0.03
H -4.1768 4.1931 3.2105 -0.08 0.00 -0.11 0.37
H -0.8022 2.3725 3.2658 -0.46 -0.43 -0.07 0.20
H 0.2838 2.2580 1.8535 0.02 0.01 0.18 0.52
H -1.4249 1.9834 1.6438 -0.19 -0.02 0.28 0.33
C -8.3883 1.6750 1.5909 0.15 -0.12 0.20 -0.52
C -9.1235 3.0034 1.5708 -0.27 0.05 -0.09 -0.54
C -8.1028 3.9173 0.9159 0.14 0.14 0.01 -0.41
O -7.3331 3.1022 0.0200 0.00 -0.09 0.24 -0.44
C -7.6213 1.7222 0.2810 -0.09 0.01 -0.25 0.25
H -9.0461 0.8095 1.6675 0.04 0.03 -0.02 0.36
H -7.6900 1.6494 2.4336 -0.03 -0.04 -0.01 0.23
H -10.0135 2.9249 0.9408 0.03 0.03 0.05 0.27
H -9.4338 3.3494 2.5564 0.03 0.00 -0.04 0.34
H -7.4172 4.3437 1.6573 -0.07 0.07 0.06 0.20
H -8.5655 4.7345 0.3608 0.10 -0.04 -0.05 0.32
H -8.2284 1.3428 -0.5480 0.02 -0.10 0.04 0.34
H -6.6904 1.1545 0.3181 0.01 0.09 -0.07 -0.36
C 0.7987 -1.2670 3.6601 -0.10 -0.41 0.22 0.79
Cl -0.9145 -0.9202 3.4070 -0.07 0.02 -0.11 -0.11
Cl 1.7028 0.2514 3.8184 0.21 0.11 -0.06 -0.16
Cl 1.0345 -2.2805 5.0779 -0.01 0.17 -0.20 -0.08
H 1.1723 -1.8015 2.7913 0.00 0.16 0.09 -0.35
C -4.5598 -1.6589 0.1071 -0.24 -0.20 -0.04 -0.06
Cl -6.0992 -1.5134 -0.7298 0.09 -0.15 -0.09 -0.12
Cl -3.9646 -0.0630 0.5955 0.30 0.11 0.10 -0.07
H -4.6922 -2.2731 0.9919 -0.05 0.20 0.00 0.15
H -3.8354 -2.1216 -0.5582 -0.03 0.13 0.01 0.08
N -6.2202 -4.6448 1.6045 -4.45 -1.16 0.33 1.25
O -4.9003 -4.5758 1.5180 2.31 -3.15 -0.23 -0.42
O -6.8282 -3.5925 1.6673 1.96 0.65 -0.09 -0.50
O -6.7802 -5.7099 1.6201 0.83 -0.03 -0.08 -0.53
Al 0.8360 3.5541 4.0895 0.73 0.92 0.06 0.63
F -0.0682 0.6507 -3.8888 -1.11 -3.01 0.49 -0.60
Br 9.1865 0.1537 -0.7109 0.73 1.00 0.58 -0.11
C 9.7918 0.2731 1.1400 0.26 0.13 -0.20 -0.56
C 9.9094 -1.0899 1.7698 -0.09 0.00 0.22 -0.59
Br 8.1605 -1.8049 2.2490 0.03 -0.04 -0.06 -0.15
H 9.0951 0.9271 1.6587 0.03 -0.11 -0.01 0.38
H 10.7667 0.7566 1.0887 -0.03 -0.08 0.04 0.34
H 10.4589 -1.0316 2.7085 -0.02 0.05 -0.06 0.36
H 10.3839 -1.8224 1.1213 -0.04 0.10 0.00 0.37
Cl -4.2650 -6.6435 1.4323 -0.65 3.56 0.13 0.22
Be -0.4924 -1.7980 -3.4228 2.20 2.24 0.58 0.81